[1]
Computed, not measured: 2 unconnected molecules or ions with the total composition C3H10N3 in a non-equilibrium geometry, with ωB97M-V with the def2-TZVPD basis set.

Geometry as XYZ:
```
16
Properties=species:S:1:pos:R:3:forces:R:3
C -1.62346 1.08254 0.42310 -0.3423 0.1043 0.3493
C -0.24314 0.68957 0.17442 -0.5645 0.6776 -0.5972
C 2.06746 0.36019 -0.40474 0.4869 0.0369 -0.3756
N -1.01419 0.82882 -0.88738 0.4397 0.4574 -0.0997
N -0.72028 -1.72130 0.14148 0.1131 -0.4844 0.4953
N 0.98961 0.65979 0.51847 0.2078 -0.0413 0.4192
H -2.29373 0.35184 0.85784 0.0892 -0.1425 -0.0192
H -1.88211 2.11872 0.60769 0.0834 -0.0139 0.0403
H 2.46119 1.28272 -0.83280 -0.0193 -0.0203 0.0325
H 2.86717 -0.14982 0.12688 -0.0587 -0.0358 -0.0208
H 1.70836 -0.27076 -1.21182 -0.0606 -0.0631 0.0275
H -1.28440 0.19903 -1.62453 0.0595 -0.1466 0.0712
H -0.54858 -1.97755 1.11324 -0.0730 -0.0714 -0.1502
H -0.07655 -2.28723 -0.40311 -0.0614 -0.0568 -0.0394
H 1.24717 0.88873 1.47217 -0.2844 -0.0807 -0.0958
H -1.65452 -2.05529 -0.07093 -0.0154 -0.1194 -0.0376
```
Positions in Å, forces in eV/Å.

Summary:
- LUMO level (Ha) = -0.1171
- net charge = +1

Partial charges, natural (NBO), in e: -0.230, 0.594, -0.428, -0.531, -1.096, -0.493, 0.228, 0.235, 0.236, 0.238, 0.224, 0.438, 0.382, 0.383, 0.438, 0.382

---

[2]
Computed, not measured: a molecular structure, C15H30LaN2O6S in a non-equilibrium geometry, with ωB97M-V with the def2-TZVPD basis set.

Geometry as XYZ:
```
55
Properties=species:S:1:pos:R:3:forces:R:3
C 5.09676 -0.75632 1.16256 -0.1263 -0.4458 0.2864
C 3.87392 0.22367 0.60128 1.3151 1.0466 1.3479
C 4.61510 1.67174 0.23938 -0.9993 -0.5512 -0.1337
C 3.05290 -0.42795 -0.66035 0.6306 -1.0111 0.5844
C 1.92415 0.59205 -1.32380 -0.4011 -0.3410 -0.6888
C 1.65118 0.09623 -2.89450 -0.1245 -2.7872 2.3418
C 0.54391 0.70997 -0.43335 0.1852 1.1276 1.3160
O -0.67577 0.27057 -1.12081 1.4649 1.3182 1.1005
C -1.76521 -0.06844 -0.20171 -0.2765 -3.1444 0.5430
C -2.00378 0.73990 1.18987 -0.7213 0.2858 0.6530
C -2.74591 2.18517 1.08380 0.4546 0.4505 1.4398
O -2.01158 3.11141 2.00916 -1.6879 -0.4065 -1.5623
C -2.74590 2.90470 -0.37863 -0.9985 1.3992 0.1086
N -4.16327 2.83804 -0.93675 0.9767 -0.4352 2.0220
O -2.91537 -0.21414 -1.14512 0.9771 -0.4826 1.7946
S -4.02576 -1.34183 -0.49117 -7.2750 1.4927 0.2978
O -5.01695 -2.03451 -1.46525 5.8772 1.6772 2.8353
O -4.95335 -0.45107 0.37130 4.5946 -2.8188 -1.7041
O -2.85673 -2.26898 0.33623 -1.0151 2.3561 -1.4734
C -1.49274 -1.67479 0.18059 0.6230 -1.3633 -0.1281
C -0.83035 -2.56083 -1.04650 0.1093 0.0448 -1.1295
C -0.72416 -2.03077 1.58099 0.7066 -1.5470 0.1865
C -0.83240 -3.68191 1.82220 -4.4600 -0.5926 3.1557
N -1.91484 -4.14703 2.57767 5.0065 2.4886 -3.5013
H 5.63051 -1.25652 0.24562 -0.9564 0.7965 1.8985
H 5.91091 -0.13368 1.77392 -2.0097 -1.1936 -1.5205
H 4.69380 -1.56361 1.94016 0.8001 1.5946 -2.0141
H 3.16797 0.43069 1.53476 1.1703 -0.5477 -2.1850
H 3.87853 2.52744 0.55806 1.5902 -1.3452 -0.7450
H 5.64723 1.79954 0.79626 -2.2992 -0.2639 -1.2545
H 4.79104 1.67119 -0.91993 -0.0554 0.2867 1.9138
H 3.81421 -0.85678 -1.46990 -1.5281 1.2085 1.5456
H 2.48231 -1.38549 -0.24378 0.8441 2.1039 -1.0833
H 2.38311 1.68732 -1.43564 -0.1129 -1.4531 0.9140
H 0.96458 0.94529 -3.36379 -4.3689 -11.5796 2.0130
H 1.13196 -0.95178 -2.83987 0.7724 1.9216 -0.4267
H 2.69317 0.07474 -3.47727 -1.7384 -0.1584 0.5236
H 0.73393 0.11721 0.56177 -0.2971 0.9903 -2.0142
H 0.46740 1.85774 -0.11066 -0.0693 -2.3159 -0.5703
H -1.02660 0.88449 1.85483 -1.8833 -0.3384 -1.7708
H -2.71092 0.04844 1.86218 1.5450 1.3972 -1.7406
H -3.83357 2.09590 1.55430 2.1584 0.0058 -1.5491
H -2.60063 3.92119 2.03252 1.0787 -1.1938 0.3369
H -2.54338 4.06637 -0.18444 -0.3630 -2.5951 -0.3728
H -1.91493 2.56021 -1.12367 -1.6785 0.1713 1.3142
H -4.49470 1.85759 -1.05923 0.4375 0.8122 -0.0996
H -4.75981 3.21956 -0.14200 0.6413 -0.3580 -1.6694
H -1.17412 -2.17317 -2.11968 0.4861 -0.6874 2.4001
H -1.15167 -3.70070 -1.01338 0.5576 2.5410 0.3164
H 0.34472 -2.54441 -1.06199 -2.0933 0.0672 0.3409
H -1.18258 -1.55205 2.54429 0.7925 -0.7472 -2.0584
H 0.44699 -1.81405 1.55398 -2.4780 -0.0736 -0.2006
H -0.04253 -4.45369 1.43254 -1.6257 1.7018 0.7289
H -2.51381 -3.33598 2.88174 0.7334 -0.8030 -0.4330
La 1.68305 2.27214 -3.61877 5.1137 12.2953 -2.2302
```
Positions in Å, forces in eV/Å.

Summary:
- LUMO level (Ha) = -0.5345
- net charge = +3

Partial charges, Löwdin, in e: -0.082, -0.357, -0.090, -0.116, -0.282, -0.180, -0.124, -0.142, -0.347, -0.022, -0.269, -0.091, -0.180, 0.062, -0.187, 0.912, -0.233, -0.297, -0.209, -0.351, -0.018, -0.099, -0.143, 0.095, 0.098, 0.112, 0.110, 0.151, 0.087, 0.114, 0.069, 0.154, 0.150, 0.061, -0.181, 0.178, 0.150, 0.139, 0.165, 0.157, 0.163, 0.181, 0.122, 0.148, 0.101, 0.079, 0.123, 0.112, 0.136, 0.080, 0.131, 0.119, 0.131, 0.053, 2.354

---

[3]
Computed, not measured: 6 unconnected molecules or ions with the total composition C5H19NO7 in a non-equilibrium geometry, with ωB97M-V with the def2-TZVPD basis set.

Geometry as XYZ:
```
32
Properties=species:S:1:pos:R:3:forces:R:3
O -0.81707 -1.68118 0.63123 0.2041 -0.6054 -0.9979
C -1.06855 -1.40745 1.86226 0.3339 0.0120 1.0674
C -0.54629 -0.08852 2.34750 -1.2905 -0.0254 0.9745
C 0.97683 0.01381 2.19607 -0.5056 1.1221 -0.8721
C 1.47429 1.44062 1.97044 -0.4291 1.0634 -0.3575
C 1.25877 2.07364 0.55366 -1.6884 -0.8861 0.8763
N 0.47031 1.35316 -0.32174 0.9018 0.4913 0.0692
O 1.58424 3.22045 0.31098 0.7021 0.0214 -0.1218
H -1.69850 -2.03634 2.51317 0.0682 0.0810 -0.1441
H -1.19327 0.65735 1.84513 0.8688 0.4702 -0.4363
H -0.80848 0.10712 3.40201 0.0896 -0.3213 -0.0254
H 1.36109 -0.37639 3.13492 0.5441 -0.3947 -0.3695
H 1.20085 -0.52724 1.27744 0.4949 -0.7566 0.4985
H 0.89966 2.08459 2.65073 0.0675 0.2007 -0.1746
H 2.51328 1.67382 2.21436 0.1150 -0.4542 -0.0045
H 0.59441 1.61503 -1.29390 -0.2635 -0.1345 0.2154
H 0.21671 0.38729 -0.14587 0.0385 -0.1288 0.0404
H -2.11020 1.57480 -0.46652 -0.0634 -0.4865 -0.0810
H -2.92266 0.27805 -0.81077 0.2962 -0.2068 0.4874
O -2.68049 1.15916 -1.13087 -0.0405 0.5835 -0.4454
H 2.16483 -3.59082 -1.07632 -0.1935 -0.4816 1.3326
H 1.61914 -3.27113 0.31951 -0.3717 0.1789 0.1143
O 2.05344 -3.97638 -0.16911 0.4065 0.3832 -1.4250
H 2.52118 0.32724 -3.33686 -1.0858 -0.7307 0.5930
H 1.19628 -0.49127 -2.84788 0.7711 0.8024 -0.1345
O 2.15194 -0.33552 -2.71174 0.4091 -0.0523 -0.3497
H -3.43417 -1.96703 -1.03303 0.0202 -0.3533 -0.6193
H -2.87762 -2.17469 0.36025 0.6486 0.6297 -0.0803
O -3.38573 -1.55015 -0.18238 -0.8868 0.0989 0.3303
H -1.37173 1.16319 -2.77872 0.3148 0.0148 0.6598
H -0.84466 0.24920 -3.81748 0.4352 0.2062 0.1239
O -0.51508 0.88116 -3.15621 -0.9113 -0.3414 -0.7441
```
Positions in Å, forces in eV/Å.

Summary:
- ⟨S²⟩ = 0.753
- spin multiplicity = 2
- LUMO level (spin up / spin down) (Ha) = 0.1033 / 0.1032
- net charge = -1

Partial charges, natural (NBO), in e: -0.853, -0.005, -0.489, -0.432, -0.501, 0.695, -0.864, -0.658, 0.084, 0.170, 0.180, 0.206, 0.215, 0.212, 0.217, 0.405, 0.428, 0.489, 0.513, -1.007, 0.466, 0.493, -0.961, 0.472, 0.495, -0.968, 0.456, 0.513, -0.966, 0.510, 0.461, -0.976